A | # C22H29NO2

A cluster of 2 separate species, C22H29NO2 in total (the ωB97M-V functional and the def2-TZVPD basis, OMol25).

Output
Frontier orbital gap (eV): 4.690
LUMO (eV): -1.3
Molar mass (g mol⁻¹): 339.479

```
! wB97M-V def2-TZVPD RIJCOSX def2/J DEFGRID3
* xyz 0 1
C 2.2102 3.1459 4.6599
C 2.6883 3.4042 3.2320
C 2.9002 2.1145 2.4501
N 1.7508 1.2211 2.5703
C 1.2423 0.6453 1.4978
C 0.1177 -0.2193 1.5277
C 0.1821 -1.5298 1.1018
C -0.8490 -2.4960 1.3881
C -0.6117 -3.8919 1.2728
C -1.6307 -4.8106 1.5054
C -2.9063 -4.3720 1.8999
C -3.1340 -3.0039 2.0919
C -2.1187 -2.0792 1.8585
C 1.3968 0.8604 3.9476
C 1.0952 2.1069 4.7758
H 3.0691 2.8017 5.2483
H 1.8751 4.0880 5.0988
H 1.9745 4.0384 2.6918
H 3.6457 3.9333 3.2522
H 3.0613 2.3060 1.3834
H 3.7731 1.5885 2.8669
H 1.6845 0.9135 0.5304
H -0.8156 0.2211 1.8961
H 1.0972 -1.8745 0.6049
H 0.4014 -4.2232 1.0303
H -1.4326 -5.8797 1.4037
H -3.7112 -5.0899 2.0608
H -4.1035 -2.6478 2.4431
H -2.2921 -1.0208 2.0549
H 0.5655 0.1462 3.9684
H 2.2827 0.3789 4.3933
H 0.9901 1.8091 5.8243
H 0.1329 2.5307 4.4615
C -1.1288 1.0662 -6.0638
C -0.6928 0.3921 -4.7627
C 0.5495 -0.4532 -5.0546
C -0.4058 1.4551 -3.6890
C -0.0476 0.8781 -2.2999
O 0.7601 1.4706 -1.5665
C -0.7063 -0.3338 -1.9341
C -1.5380 -1.0961 -2.8172
O -2.0142 -2.1935 -2.4983
C -1.8381 -0.4659 -4.1966
H -2.0168 1.6913 -5.9148
H -0.3234 1.7012 -6.4525
H -1.3602 0.3150 -6.8285
H 0.9295 -0.9635 -4.1636
H 0.3165 -1.2074 -5.8176
H 1.3458 0.1873 -5.4554
H 0.3901 2.1352 -4.0183
H -1.3312 2.0434 -3.5655
H -0.5906 -0.6932 -0.9189
H -2.7036 0.2059 -4.0655
H -2.1251 -1.2502 -4.9096
*
```

=====

B | # C22H29NO2

An isolated molecule of C22H29NO2 (the ωB97M-V functional and the def2-TZVPD basis, OMol25).

Output
Frontier orbital gap (eV): 8.810
LUMO (eV): 0.7
SMILES: CCCN(CCC)C(=O)C[C@H](c1ccccc1)c1ccc(C)cc1O
Molar mass (g mol⁻¹): 339.479

```
! wB97M-V def2-TZVPD RIJCOSX def2/J DEFGRID3
* xyz 0 1
C -2.3830 -1.9173 3.5554
C -2.5482 -1.2011 2.2212
H -3.5003 -0.6690 2.2108
H -1.7558 -0.4600 2.0965
C -2.5100 -2.1956 1.0534
N -2.4736 -1.5560 -0.2428
C -1.3455 -1.2007 -0.8883
O -1.3960 -0.6817 -1.9977
C -0.0109 -1.4964 -0.2249
H -0.0803 -1.3974 0.8559
H 0.2576 -2.5269 -0.4779
C 1.0632 -0.5361 -0.7568
C 2.4796 -0.9925 -0.5007
C 2.8227 -1.9221 0.4716
C 4.1469 -2.2742 0.6753
C 5.1482 -1.6992 -0.0851
C 4.8177 -0.7652 -1.0531
C 3.4964 -0.4172 -1.2565
H 3.2423 0.3149 -2.0098
H 5.5925 -0.3083 -1.6512
H 6.1799 -1.9752 0.0760
H 4.3948 -3.0012 1.4357
H 2.0621 -2.3833 1.0842
C 0.8705 0.8423 -0.1475
C 1.3250 1.0858 1.1424
C 1.2179 2.3304 1.7293
C 0.6544 3.3882 1.0255
C 0.1777 3.1503 -0.2504
C 0.2598 1.8912 -0.8436
O -0.2514 1.7728 -2.0921
H -0.5319 0.8519 -2.2682
H -0.2790 3.9420 -0.8250
C 0.5775 4.7564 1.6331
H 1.5419 5.2570 1.5420
H 0.3315 4.6963 2.6915
H -0.1694 5.3646 1.1292
H 1.5849 2.4858 2.7334
H 1.7921 0.2804 1.6920
H 0.9397 -0.4685 -1.8437
C -3.7353 -1.2016 -0.8760
C -4.0841 0.2797 -0.7147
C -5.4078 0.6032 -1.3942
H -5.3539 0.3768 -2.4562
H -5.6430 1.6581 -1.2799
H -6.2176 0.0207 -0.9585
H -4.1418 0.5330 0.3455
H -3.2875 0.8757 -1.1612
H -3.6460 -1.4248 -1.9434
H -4.5236 -1.8248 -0.4495
H -1.6444 -2.8539 1.1567
H -3.4015 -2.8285 1.0919
H -1.4232 -2.4273 3.6026
H -2.4324 -1.2059 4.3754
H -3.1697 -2.6559 3.6932
*
```

=====

Of them, B has the highest stability.

=====

A | # FHNO2S

A cluster of 2 separate species, FHNO2S in total (the ωB97M-V functional and the def2-TZVPD basis, OMol25).

Output
Frontier orbital gap (eV): 8.326
LUMO (eV): 4.2
Molar mass (g mol⁻¹): 98.078

```
! wB97M-V def2-TZVPD RIJCOSX def2/J DEFGRID3
* xyz -1 1
N 0.8930 0.0853 -0.9242
O 0.6582 -2.2600 0.3252
O 1.2807 -1.9421 -2.0688
F 1.6916 1.0788 -0.0613
S 1.5938 -1.6180 -0.6822
H -0.3740 -0.0823 -0.2733
*
```

=====

B | # FHNO2S

The ion FHNO2S with charge -1 (the ωB97M-V functional and the def2-TZVPD basis, OMol25).

Output
Frontier orbital gap (eV): 8.141
LUMO (eV): 4.1
Molar mass (g mol⁻¹): 98.078

```
! wB97M-V def2-TZVPD RIJCOSX def2/J DEFGRID3
* xyz -1 1
N -0.9838 0.2004 0.1171
O 1.3686 -1.0429 -0.0265
O 1.1442 1.3869 0.0476
F -1.7999 -0.9898 0.0465
S 0.8520 0.1399 0.7486
H -0.5810 0.3054 -0.9333
*
```

=====

Of them, B has the highest stability.

=====

A | # CH3Cl2N4

A cluster of 2 separate species, CH3Cl2N4 in total (the ωB97M-V functional and the def2-TZVPD basis, OMol25).

Output
Frontier orbital gap (alpha / beta) (eV): 7.522 / 6.839
LUMO (alpha / beta) (eV): -6.5 / -7.1
Molar mass (g mol⁻¹): 141.969

```
! wB97M-V def2-TZVPD RIJCOSX def2/J DEFGRID3
* xyz 1 1
C 0.8946 -0.3488 0.9679
N -0.2944 -0.8660 1.0831
N -0.3436 0.6897 -0.5706
N 0.9136 0.4769 -0.0875
N -0.9945 -0.3048 0.0434
Cl 2.2184 1.4712 -0.6427
Cl -1.2904 -1.7474 -1.2448
H 1.9468 -0.4888 1.4535
H -0.4785 1.0207 -1.5376
H -2.5721 0.0974 0.5354
*
```

=====

B | # CH3Cl2N4

A structure of composition CH3Cl2N4 (the ωB97M-V functional and the def2-TZVPD basis, OMol25).

Output
Frontier orbital gap (eV): 8.077
LUMO (eV): -6.3
Molar mass (g mol⁻¹): 141.969

```
! wB97M-V def2-TZVPD RIJCOSX def2/J DEFGRID3
* xyz 1 1
C -0.6539 0.0205 -1.1737
N 0.6289 0.0714 -1.2412
N -0.2706 -0.1203 0.9814
N -1.1209 -0.2040 0.1268
N 1.2209 -0.1202 -0.0918
Cl -2.4010 -1.5683 -0.0884
Cl 2.3212 -1.5794 0.0168
H -1.2695 -0.0580 -1.9433
H -0.2956 -0.7372 1.8969
H 1.6993 0.6455 0.2023
*
```

=====

Of them, B has the highest stability.

=====

A | # Cl2HNS

An isolated molecule of Cl2HNS (the ωB97M-V functional and the def2-TZVPD basis, OMol25).

Output
Frontier orbital gap (eV): 9.690
LUMO (eV): -0.6
Molar mass (g mol⁻¹): 117.988

```
! wB97M-V def2-TZVPD RIJCOSX def2/J DEFGRID3
* xyz 0 1
N -0.3085 -0.3979 0.2550
S -0.7941 -0.4386 1.6346
Cl -1.1386 -2.4921 2.2895
Cl -2.8576 0.1519 1.6470
H -0.4554 -0.2282 -0.7874
*
```

=====

B | # Cl2HNS

A cluster of 2 separate species, Cl2HNS in total (the ωB97M-V functional and the def2-TZVPD basis, OMol25).

Output
Frontier orbital gap (alpha / beta) (eV): 7.401 / 8.318
LUMO (alpha / beta) (eV): -2.1 / -1.6
Molar mass (g mol⁻¹): 117.988

```
! wB97M-V def2-TZVPD RIJCOSX def2/J DEFGRID3
* xyz 0 1
N 2.9121 -0.2504 0.5632
S 0.1437 -0.7439 0.9060
Cl 2.9563 1.3695 0.7333
Cl 3.2531 -0.8988 -0.8953
H 0.4722 -1.6638 -0.0305
*
```

=====

Of them, A has the highest stability.